Record 1
DFT (wB97M-V/def2-TZVPD) results for C22H25N4S2W as an isolated structure at a distorted geometry.

```
! RIJCOSX wB97M-V def2-TZVPD def2/J DEFGRID3
* xyz 1 1
W 0.010 0.012 -0.078
C 1.677 -1.665 -2.010
N 1.436 -1.492 -0.592
C 0.025 -1.777 -0.145
C -1.206 -1.523 -1.070
C -1.765 -2.627 -1.723
C -2.891 -2.451 -2.524
C -3.443 -1.183 -2.656
C -2.841 -0.131 -1.990
N -1.739 -0.253 -1.217
C 2.460 -1.963 0.318
C 2.616 -0.837 1.280
C 3.558 -0.784 2.295
C 3.601 0.367 3.076
C 2.712 1.407 2.815
C 1.806 1.255 1.777
N 1.738 0.153 1.006
C 1.234 -0.427 -2.759
C 1.805 -0.097 -3.988
C 1.448 1.106 -4.590
C 0.545 1.944 -3.947
C 0.014 1.527 -2.738
N 0.301 0.346 -2.145
H 1.189 -2.559 -2.413
H 2.751 -1.782 -2.201
H -0.199 -1.235 0.781
H -0.018 -2.840 0.134
H -1.333 -3.615 -1.609
H -3.335 -3.298 -3.036
H -4.321 -1.016 -3.269
H -3.232 0.878 -2.068
H 3.423 -2.118 -0.181
H 2.186 -2.894 0.825
H 4.246 -1.602 2.467
H 4.328 0.458 3.879
H 2.726 2.318 3.402
H 1.091 2.033 1.526
H 2.540 -0.745 -4.452
H 1.889 1.399 -5.537
H 0.263 2.899 -4.373
H -0.692 2.144 -2.191
C -1.306 1.401 4.715
C -1.408 1.195 3.246
S -0.135 0.481 2.309
C -2.424 1.500 2.438
C -3.731 2.125 2.767
S -2.009 1.043 0.814
H -0.351 1.055 5.126
H -2.101 0.855 5.235
H -1.400 2.464 4.961
H -3.816 2.344 3.837
H -4.562 1.461 2.505
H -3.861 3.072 2.231
H 0.501 1.677 -0.264
*
```

Summary:
E_tot in a.u.: -1935.1923
LUMO level (spin up / spin down) in Ha: -0.124 / -0.123
Orbital gap (spin up / spin down) in eV: 5.260 / 5.446

---

Record 2
DFT (wB97M-V/def2-TZVPD) results for a 2-piece molecular cluster, C3H5F3NO2S overall at a distorted geometry.

```
! RIJCOSX wB97M-V def2-TZVPD def2/J DEFGRID3
* xyz -1 1
C -2.030 0.138 0.287
C -0.692 -0.417 -0.219
C 2.018 -1.063 0.087
N 0.321 0.050 0.654
O 0.905 1.689 -1.327
O -0.255 2.567 0.650
F 1.916 -1.458 -1.176
F 2.063 -2.157 0.865
F 3.130 -0.364 0.268
S 0.898 1.783 0.146
H -2.216 -0.213 1.300
H -1.976 1.223 0.297
H -2.836 -0.194 -0.369
H -0.730 -1.516 -0.209
H -0.517 -0.069 -1.255
*
```

Summary:
E_tot in a.u.: -1020.3150
LUMO level in Ha: 0.139
Orbital gap in eV: 7.796
ΔE to the lowest compared entry with this formula, charge and spin in eV: 1.868